a.
Here is a 2-piece molecular cluster, C3H13N2O overall from the OMol25 dataset. Energies are from the ωB97M-V functional and the def2-TZVPD basis.

Last column: Löwdin charge in e.
Element x y z (Å)
N 0.0238 0.7670 -2.4180  -0.02
H 0.9212 1.8008 2.3505  0.13
H -1.7307 -0.8227 0.1012  0.10
C 0.0506 -1.2621 1.6945  0.00
H 0.5903 1.5967 -2.2570  0.06
N 0.3232 -1.1143 0.1719  0.02
H 2.0171 2.3231 1.3240  0.11
H -0.4217 -0.3843 2.0262  0.07
H 1.1757 -0.5222 0.1800  0.14
H -1.1840 -1.4451 -1.5063  0.18
H -0.5991 -2.1248 1.9294  0.11
H -0.3069 1.3115 -0.4510  0.11
H 0.9745 -1.4500 2.1652  0.08
O 1.4610 1.4689 1.4970  -0.15
C -0.9732 -0.6796 -0.6122  -0.12
H -1.7045 1.2825 -1.3217  0.12
H 0.5962 -2.1452 -0.2489  0.24
H -0.3797 0.7416 -3.4264  0.13
C -0.8337 0.6583 -1.1984  -0.29

* charge: +1
* Kohn-Sham gap: 0.3670 hartree
* LUMO level: -3.11 eV
* E_HOMO: -13.091 eV

---

b.
Here is a 2-piece molecular cluster, C3H13N2O overall from the OMol25 dataset. Energies are from the ωB97M-V functional and the def2-TZVPD basis.

Last column: Löwdin charge in e.
Element x y z (Å)
N -1.4246 -0.4669 0.7867  0.00
H 1.2687 2.1420 -0.8628  0.09
H 1.1686 -0.8482 2.9944  0.07
N 1.1833 -0.7389 -0.7791  0.23
C -1.3132 -0.1752 -0.6449  -0.21
H -0.5071 2.3133 -0.5341  0.10
H 1.0561 -1.5065 -1.4419  0.17
H -1.4527 -1.4385 1.0519  0.09
H 2.1048 -0.3033 -0.8605  0.17
O 1.0458 -0.8088 2.0470  -0.07
H -1.4224 -1.1489 -1.1114  0.12
H -2.0965 0.5495 -0.9101  0.14
H 0.1826 -0.4065 1.8662  0.00
H 0.6558 1.6953 0.5447  0.09
C 0.3640 1.6549 -0.5175  -0.05
C 0.0776 0.3068 -1.1033  -0.32
H -0.1583 0.1847 -2.2276  0.18
H 1.1527 -1.0841 0.2189  0.12
H -1.8852 0.0793 1.4836  0.09

* charge: +1
* Kohn-Sham gap: 0.3845 hartree
* LUMO level: -3.25 eV
* E_HOMO: -13.713 eV

---

c.
Here is a 2-piece molecular cluster, C3H13N2O overall from the OMol25 dataset. Energies are from the ωB97M-V functional and the def2-TZVPD basis.

Last column: Löwdin charge in e.
Element x y z (Å)
H 1.6238 2.0724 1.6124  0.09
H -0.2622 -1.5620 0.5058  0.10
H -1.4439 -2.7124 -1.5468  0.09
C -0.1014 0.5135 -0.4099  -0.37
H 0.8351 -1.4709 -0.6990  0.17
H -2.5351 -3.1664 -0.6479  0.05
H 0.9185 0.7573 2.4560  0.09
H -0.9785 0.7348 1.4949  0.14
H -0.6499 2.4097 0.6080  0.18
H -1.0675 0.1150 -0.8138  0.15
H 0.6166 0.5691 -2.2662  0.09
N 1.1435 1.1934 1.5531  0.00
C -0.1859 1.3140 0.8633  -0.23
H 0.8736 -0.5770 1.1201  0.21
N 0.3960 -0.9168 0.0829  0.13
C 0.8841 1.0849 -1.3451  -0.07
O -1.8570 -2.4955 -0.6566  -0.07
H 1.9158 1.2533 -0.9746  0.11
H 0.6529 2.1299 -1.6979  0.12

* charge: +1
* Kohn-Sham gap: 0.4102 hartree
* LUMO level: -3.25 eV
* E_HOMO: -14.416 eV

---

Q: Which of them is the most stable? A: b.

---

a.
Here is C3H7PS as an isolated structure from the OMol25 dataset. Energies are from the ωB97M-V functional and the def2-TZVPD basis.

Last column: Löwdin charge in e.
Element x y z (Å)
H -0.4585 -0.5478 2.0971  -0.12
C -1.1175 0.7848 0.1331  -0.82
P 0.0102 -1.4082 1.1128  0.84
C -0.0113 -0.1039 -0.3927  -0.63
H -0.7207 1.2585 0.9791  0.02
H 1.9375 -0.3682 -1.1654  0.02
H 1.4614 1.0950 -1.4341  0.06
H -0.4488 -0.6549 -1.5381  0.18
C 1.4118 0.3508 -0.7057  -0.15
S -2.6343 0.8660 -0.4262  0.64
H -1.2890 -1.8697 1.0575  -0.13
H 1.8593 0.5975 0.2825  0.09

* charge: 0
* Kohn-Sham gap: 0.3114 hartree
* LUMO level: -0.16 eV
* E_HOMO: -8.636 eV

---

b.
Here is one molecule with the formula C3H7PS from the OMol25 dataset. Energies are from the ωB97M-V functional and the def2-TZVPD basis.

Last column: Löwdin charge in e.
Element x y z (Å)
H 1.3854 0.6559 1.3602  -0.10
H 1.7227 2.3772 0.7413  0.03
H 2.5475 1.0427 0.2448  -0.01
C 0.1883 -1.2387 0.0384  -0.94
S 0.7723 -1.7480 1.4102  0.71
H -1.8003 -2.0022 -0.2337  0.11
C -0.7818 -2.0327 -0.8045  -0.25
H -0.6763 -3.1377 -0.7133  0.06
C 1.6373 1.3097 0.6284  -0.41
H -0.7971 -1.9052 -1.9076  0.07
H -0.6967 1.4652 0.2335  -0.10
P 0.3078 0.8876 -0.6009  0.81

* charge: 0
* Kohn-Sham gap: 0.2960 hartree
* LUMO level: -0.26 eV
* E_HOMO: -8.310 eV
* SMILES string: CPC(C)=S

---

Q: Which of them is the most stable? A: b.

---

a.
Here is one molecule with the formula N2O6 from the OMol25 dataset. Energies are from the ωB97M-V functional and the def2-TZVPD basis.

Last column: Löwdin charge in e.
Element x y z (Å)
O 1.4843 1.1241 -0.5829  0.19
O 0.5183 -0.4756 0.7516  0.01
N -1.7136 -0.1102 -0.1023  -0.38
N 1.7160 0.1059 -0.0758  -0.36
O -2.5698 0.6119 0.1347  0.20
O 2.6344 -0.6116 -0.0263  0.18
O -0.5091 0.4237 0.6759  -0.01
O -1.5605 -1.0681 -0.7749  0.18

* charge: 0
* Kohn-Sham gap: 0.4374 hartree
* LUMO level: -0.03 eV
* E_HOMO: -11.936 eV
* SMILES string: O=[N+]([O-])OO[N+](=O)[O-]

---

b.
Here is a 2-piece molecular cluster, N2O6 overall from the OMol25 dataset. Energies are from the ωB97M-V functional and the def2-TZVPD basis.

Last column: Löwdin charge in e.
Element x y z (Å)
O 1.3814 0.9965 0.7246  0.19
O -1.2018 0.8484 -0.7865  0.18
O 2.9162 -0.1432 -0.3257  0.20
O -1.3267 -1.0065 0.3528  0.18
O 1.1593 -0.9653 -0.2068  0.17
N 1.7832 0.0742 0.1313  -0.55
O -2.9692 0.0271 0.1923  0.19
N -1.7785 0.0533 -0.1518  -0.56

* charge: 0
* Kohn-Sham gap (alpha / beta): 0.3403 / 0.3430 hartree
* LUMO level (alpha / beta): -3.46 / -3.43 eV
* E_HOMO (alpha / beta): -12.721 / -12.768 eV

---

Q: Which of them is the most stable? A: a.

---

a.
Here is one molecule with the formula C3H6OS4 from the OMol25 dataset. Energies are from the ωB97M-V functional and the def2-TZVPD basis.

Last column: Löwdin charge in e.
Element x y z (Å)
O 0.2560 -1.6344 1.5558  0.06
C -0.6837 -1.5018 0.6847  -0.76
C -0.6726 -0.4588 -0.2842  -0.57
H -0.7992 1.2546 1.0392  0.03
S -2.9048 -3.0587 -1.1292  0.04
S 0.5691 -0.9863 -1.7552  0.73
H -1.5081 -0.5572 -0.9613  0.04
H 0.8360 1.1687 0.5019  0.08
S -1.7028 -2.8760 0.3769  0.41
S -0.5633 2.4154 -0.8914  0.64
C -0.2228 0.9438 0.2270  -0.54
H -0.3214 -0.9034 -2.6820  -0.18
H 0.1496 2.1125 -2.0807  -0.12
H 0.0973 -2.3796 2.1725  0.14

* charge: 0
* Kohn-Sham gap (alpha / beta): 0.2545 / 0.2546 hartree
* LUMO level (alpha / beta): -1.13 / -1.12 eV
* E_HOMO (alpha / beta): -8.051 / -8.052 eV

---

b.
Here is one molecule with the formula C3H6OS4 from the OMol25 dataset. Energies are from the ωB97M-V functional and the def2-TZVPD basis.

Last column: Löwdin charge in e.
Element x y z (Å)
S -2.0413 1.6427 -1.4152  0.50
H 0.7488 1.2527 0.0454  0.05
S 0.7892 0.5494 2.5884  0.70
H 2.7251 -0.6121 -0.1475  -0.13
O -1.2894 -1.0390 -1.3616  -0.12
H 1.5768 -0.4758 2.9604  -0.15
C -0.3426 -0.0777 1.2496  -0.55
H -0.6781 -1.1021 1.2306  0.08
H -1.1388 0.6320 1.6420  0.07
C -0.8096 0.2377 -1.2413  -1.11
S 1.5478 -1.0155 -0.6465  0.78
S -0.4612 1.2495 -2.7633  0.49
H -1.0766 -1.5071 -2.1710  0.10
C 0.4500 0.2652 0.0300  -0.71

* charge: 0
* Kohn-Sham gap: 0.3076 hartree
* LUMO level: -0.17 eV
* E_HOMO: -8.537 eV
* SMILES string: OC1([C@H](S)CS)SS1

---

Q: Which of them is the most stable? A: b.

---

a.
Here is a 2-piece molecular cluster, CH2N4O3 overall from the OMol25 dataset. Energies are from the ωB97M-V functional and the def2-TZVPD basis.

Last column: Löwdin charge in e.
Element x y z (Å)
N 1.0594 2.4786 0.4566  0.21
N -1.7314 0.7362 -0.4687  0.21
O -1.5801 -1.5950 -0.0425  0.12
H 1.4809 -1.8944 -1.1777  -0.03
N -1.1087 1.7252 -0.2620  0.05
O -0.4593 -0.2462 1.2801  0.08
O 1.3537 -1.7048 -0.2999  -0.08
N -1.1466 -0.5757 0.3682  -0.38
H 2.1124 -0.9450 -0.1548  0.14
C 0.0195 2.0210 0.3005  -0.32

* charge: 0
* Kohn-Sham gap: 0.3116 hartree
* LUMO level: -1.87 eV
* E_HOMO: -10.344 eV
* SMILES string: N#C/N=N\[N+](=O)[O-].O

---

b.
Here is a 3-piece molecular cluster, CH2N4O3 overall from the OMol25 dataset. Energies are from the ωB97M-V functional and the def2-TZVPD basis.

Last column: Löwdin charge in e.
Element x y z (Å)
H -0.2175 2.6317 0.5605  0.37
N -1.9851 0.4307 -0.1543  0.05
N -2.3365 -0.7705 -0.2487  0.14
C -0.0311 -0.6820 -0.0312  -0.37
H 2.9437 -0.8412 0.7521  0.31
N 1.2277 -1.0908 -0.3286  -0.06
O -1.0734 -1.5005 -0.1686  -0.01
O 0.0192 1.4617 -0.5379  -0.12
O 2.1206 -0.1451 -0.1801  -0.18
N -0.6676 0.5059 0.3367  -0.13

* charge: 0
* Kohn-Sham gap: 0.2630 hartree
* LUMO level: -1.95 eV
* E_HOMO: -9.103 eV

---

Q: Which of them is the most stable? A: a.

---

a.
Here is a 2-piece molecular cluster, C6H8O4 overall from the OMol25 dataset. Energies are from the ωB97M-V functional and the def2-TZVPD basis.

Last column: Löwdin charge in e.
Element x y z (Å)
C -0.0076 -0.5270 1.3289  -0.30
O 1.1321 1.7020 1.3938  0.15
H -0.0714 -0.0591 3.2158  0.11
C 1.3234 0.4944 -1.4872  0.02
C -0.9520 1.0160 0.0799  -0.35
O 0.1086 -0.8399 2.6796  0.01
H -0.4907 0.2621 -2.5717  0.13
H 0.5401 -1.3020 0.7916  0.14
H 0.9142 -1.9437 -1.5033  0.11
H 2.1424 0.0085 -0.9801  0.09
H -2.1869 -0.1063 1.4751  0.14
C 0.2921 -0.1949 -1.9834  -0.27
O -1.4781 1.8821 -0.5533  0.13
H 1.4101 1.5512 -1.6540  0.09
O 0.1292 -1.5344 -1.8908  0.02
H -1.7653 -1.0355 0.0229  0.12
C -1.4173 -0.2815 0.7247  -0.02
C 0.3771 0.9079 0.9113  -0.31

* charge: 0
* Kohn-Sham gap: 0.3227 hartree
* LUMO level: -0.37 eV
* E_HOMO: -9.154 eV
* SMILES string: O=C1C[C@H](O)C1=O.C=CO

---

b.
Here is C6H8O4 as an isolated structure from the OMol25 dataset. Energies are from the ωB97M-V functional and the def2-TZVPD basis.

Last column: Löwdin charge in e.
Element x y z (Å)
C -4.1070 -0.4607 0.9573  0.00
O -3.2438 0.8588 -1.5022  -0.15
C -6.3850 0.7434 0.6798  -0.17
O -5.6077 0.8737 -2.1627  0.15
H -4.5220 -0.8023 1.9052  0.13
O -3.9227 -1.4935 -2.2755  -0.14
H -3.9380 1.6431 1.6610  0.16
C -4.8302 0.4401 -1.3492  -0.25
H -3.4997 -1.1864 0.4131  0.11
H -2.9866 -0.7134 -2.1494  0.22
H -1.7850 1.0036 -0.0384  0.13
C -3.7887 0.9717 0.8155  -0.15
H -2.7705 2.4742 -0.3448  0.13
O -6.6140 0.8527 1.8626  0.07
H -3.8103 -2.0851 -1.5248  0.01
C -5.0427 0.4220 0.1347  -0.24
H -7.2067 0.7777 -0.0658  0.14
C -2.7937 1.3814 -0.2500  -0.16

* charge: 0
* Kohn-Sham gap: 0.3959 hartree
* LUMO level: 0.35 eV
* E_HOMO: -10.422 eV

---

Q: Which of them is the most stable? A: a.